A structure of composition C23H52MnP4Se, computed with ωB97M-V/def2-TZVPD.

Each line ends with the Mulliken charge.
CARTESIAN COORDINATES (ANGSTROEM)
Mn -0.8021 -2.0655 -0.7948  0.1969
P 0.1769 1.6958 0.9869  1.4584
P -2.5955 -0.1765 -1.1609  1.3128
P 2.1022 -0.5699 -1.3254  0.4222
H -1.7237 -2.6471 -3.2234  0.6674
C -0.8151 -2.7808 -2.6332  -0.6894
C -0.6990 -3.7642 -1.4790  -1.5420
H -1.6181 -4.1907 -1.0132  0.4211
C 0.3192 3.2841 0.0813  -1.3866
C -1.3097 1.9099 2.0618  -1.3003
C 1.6054 1.6828 2.1352  -1.0805
C -3.4710 -0.8928 -2.5943  -1.2125
C -3.7628 -0.3569 0.2514  -1.5011
C -2.8488 1.6367 -1.5052  -1.4312
C 2.7556 -1.5918 -2.6878  -1.1395
C 2.9690 -1.2273 0.1762  -0.3306
C 3.1328 0.9641 -1.4995  -0.7885
H 0.0529 -2.6947 -3.3227  0.3711
H 0.2034 -4.3424 -1.3743  0.5262
H 0.3157 4.1760 0.6571  0.5401
H -0.4714 3.2558 -0.6747  0.3052
H 1.2294 3.2102 -0.5268  0.4622
H -1.2771 2.7442 2.7259  0.6276
H -1.4843 1.0322 2.6941  0.3342
H -2.2347 1.9916 1.5009  0.3455
H 1.6764 2.5466 2.7838  0.5643
H 2.5541 1.5929 1.6043  0.3810
H 1.5731 0.8048 2.7923  0.1919
H -4.3872 -0.3395 -2.8304  0.5074
H -3.7221 -1.9337 -2.3748  0.4028
H -2.8151 -0.8841 -3.4767  0.1414
H -4.7271 0.1332 0.0787  0.5378
H -3.2941 0.0901 1.1309  0.1863
H -3.9505 -1.4101 0.4900  0.4893
H -3.9136 1.8949 -1.5397  0.5201
H -2.4003 1.9519 -2.4571  0.4277
H -2.4066 2.2519 -0.7170  0.2515
H 3.8508 -1.5859 -2.6850  0.5436
H 2.3885 -1.2318 -3.6555  0.2781
H 2.3961 -2.6179 -2.5521  0.3283
H 4.0120 -1.4594 -0.0759  0.6866
H 2.4596 -2.1365 0.5184  -0.7179
H 2.9383 -0.4873 0.9864  0.0840
H 4.1816 0.7009 -1.6963  0.5259
H 3.0923 1.5735 -0.5867  0.2198
H 2.7500 1.5640 -2.3384  0.1769
C 0.5141 0.5947 -4.4362  0.4679
C -0.1213 -0.4727 -5.0729  -0.0034
C 0.1031 -0.6886 -6.4370  -1.0933
C 0.9662 0.1845 -7.1151  -0.3847
C 1.6141 1.2425 -6.4490  -0.8137
C 1.3914 1.4607 -5.0949  -0.3841
Se 0.2114 1.0039 -2.5625  0.3259
H 0.5856 1.4682 -0.6388  -0.5955
H -0.7483 -1.1436 -4.5351  0.4862
H -0.3610 -1.5349 -6.9381  0.4801
H 1.1799 0.0374 -8.1942  0.4038
H 2.2973 1.8961 -7.0218  0.4123
H 1.8795 2.2775 -4.5576  0.4480
C 2.0287 -4.1248 1.8107  -1.6183
C 0.5309 -3.9626 1.5978  -1.2876
P -0.1997 -2.2733 1.4657  2.0680
C -1.9938 -2.5749 1.7188  -0.1641
C -2.4028 -3.7386 2.6282  -1.7062
C 0.3637 -1.5153 3.0894  -0.6358
C 0.1061 -2.4124 4.3163  -1.4945
H 2.6138 -4.0585 0.8814  0.4546
H 2.1834 -5.1376 2.1928  0.4202
H 2.4591 -3.4393 2.5513  0.3030
H 0.2523 -4.4555 0.6697  0.5269
H 0.0451 -4.5412 2.3951  0.6162
H -2.4898 -1.6796 2.0913  0.3505
H -2.4250 -2.7720 0.7104  0.1637
H -2.2976 -3.4877 3.6882  0.2959
H -3.4459 -4.0386 2.4727  0.4301
H -1.7925 -4.6189 2.4350  0.3213
H 1.4449 -1.3638 2.9874  0.3868
H -0.1076 -0.5414 3.2471  0.5105
H 0.4843 -3.4341 4.1336  0.3068
H 0.5873 -2.0552 5.2225  0.4591
H -0.9686 -2.4877 4.5280  0.2283

Summary:
* total energy: -5824.23093 Ha
* relative energy (zero: lowest compared OMol25 entry of this formula, charge and spin): 53.17 kcal per mole
* ⟨S²⟩: 6.133
* spin multiplicity: 5
* total charge: +3
* E_LUMO (spin up / spin down): -11.54 / -11.59 eV
* orbital gap (spin up / spin down): 5.43 / 5.23 eV